Entry 1:
A single C2H3N3O molecule, computed with wB97M-V/def2-TZVPD.

Geometry as XYZ:
```
9
Properties=species:S:1:pos:R:3:forces:R:3:mulliken_charge:R:1
N 1.748710 -0.059337 -0.064656 -0.1 0.1 0.1 -0.41
C 0.400849 -0.104752 0.011275 -0.8 0.2 -0.1 0.68
N -0.412520 0.803974 -0.512016 0.8 -0.2 0.1 -0.60
C -1.621732 0.281527 -0.216736 -1.0 2.8 -1.7 -0.01
N -1.769519 -0.784802 0.397110 2.4 -3.3 1.9 -0.22
O -0.174489 -1.123953 0.601709 -1.9 0.4 -0.3 -0.33
H 2.132415 0.835514 -0.318236 0.0 0.0 0.0 0.26
H 2.272654 -0.602255 0.598454 0.0 -0.1 0.0 0.25
H -2.576365 0.754085 -0.496902 0.6 0.0 0.0 0.36
```
Positions in Å, forces in eV/Å.

Properties
relative energy (zero: lowest compared OMol25 entry of this formula, charge and spin): 32.4 kcal per mole
HOMO energy: -9.80 eV
SMILES: Nc1ncno1
spin multiplicity: 1
total charge: 0
LUMO level: 0.684 eV



Entry 2:
C38H58Cl2CsN6P as an isolated structure, computed with wB97M-V/def2-TZVPD.

Geometry as XYZ:
```
106
Properties=species:S:1:pos:R:3:forces:R:3:mulliken_charge:R:1
Cs -0.212917 2.049467 0.804959 0.0 -0.9 0.5 1.35
C 4.580002 3.103480 1.662848 0.0 0.0 0.0 -1.03
C 3.649443 2.240835 2.509116 0.1 0.0 0.1 -0.47
N 3.674889 0.844919 2.074153 0.0 0.0 0.0 -0.16
C 3.047355 -0.059590 3.011429 0.0 0.0 0.0 -0.57
C 3.081027 -1.488688 2.491898 0.0 0.0 0.1 -1.00
N 2.058597 -1.737897 1.487630 -0.1 -0.1 0.0 1.05
C 2.352155 -2.873750 0.625580 0.0 0.0 0.0 0.60
C 3.145651 -2.480749 -0.616517 0.0 -0.1 -0.1 -1.08
C 2.407888 -1.416207 -1.430829 0.1 0.0 0.0 0.23
N 2.770624 -0.066733 -1.014353 -0.1 0.0 -0.1 1.22
C 3.611678 0.681158 -1.925921 0.0 0.0 0.0 -1.15
C 4.288854 1.825573 -1.184615 0.1 0.0 -0.1 -0.85
N 3.333928 2.625599 -0.452261 -0.1 -0.1 0.0 0.08
C 3.920321 3.653319 0.401469 0.1 0.1 0.0 -0.52
H 5.486294 2.526479 1.447555 0.0 0.0 0.0 0.33
H 4.897432 3.971662 2.249758 0.0 0.0 0.0 0.46
H 2.652105 2.703032 2.502669 -0.1 -0.1 0.0 0.12
H 4.004728 2.243383 3.547876 0.0 0.0 0.0 0.48
H 3.249990 0.742422 1.155272 0.0 0.0 0.0 0.10
H 2.000302 0.209090 3.256456 0.0 0.0 0.0 0.18
H 3.601477 -0.003993 3.957717 0.0 0.0 0.0 0.52
H 2.992589 -2.198290 3.334759 0.0 0.0 0.0 0.41
H 4.060723 -1.652010 2.034914 0.0 0.0 0.0 0.41
H 1.170365 -1.907704 1.946433 0.0 0.1 0.0 -0.65
H 1.398277 -3.284802 0.293486 0.0 0.0 0.0 -1.09
H 2.869005 -3.685068 1.170003 0.0 0.0 0.0 0.31
H 3.291723 -3.386030 -1.219611 0.0 0.0 0.0 0.51
H 4.141078 -2.108963 -0.354950 0.0 0.0 0.0 0.34
H 1.333957 -1.556951 -1.284528 0.0 0.0 0.0 -0.97
H 2.602337 -1.557623 -2.504564 0.0 0.0 0.0 0.44
H 1.948328 0.473949 -0.785582 0.0 -0.1 0.0 -0.44
H 3.060035 1.058240 -2.809288 0.0 0.0 0.1 0.23
H 4.383727 0.006069 -2.311037 0.0 0.0 0.0 0.47
H 4.902593 2.422359 -1.889383 0.0 0.0 0.0 0.46
H 4.970793 1.381869 -0.454395 0.0 0.0 0.0 0.35
H 2.666943 3.077650 -1.069594 0.0 0.0 0.0 0.21
H 3.077919 4.281497 0.709180 0.0 0.0 0.0 -0.11
H 4.657864 4.259801 -0.158424 0.0 0.0 0.0 0.33
C 0.096634 -0.850502 -4.108832 0.0 0.0 0.0 -1.71
C -0.894942 -1.329353 -3.051956 -0.1 0.0 -0.1 1.80
C -2.077924 -2.063843 -3.671885 0.0 0.0 0.1 -1.75
P -1.274774 0.043613 -1.844139 0.2 -0.2 -0.1 1.36
C -1.763995 1.471256 -2.933562 0.1 0.0 -0.2 0.31
C -2.802191 1.270726 -4.043418 0.0 0.0 0.0 -1.64
C -2.047739 2.711336 -2.084777 0.0 0.2 0.0 -0.64
C -2.792451 -0.500586 -1.010009 -0.2 0.4 -0.2 0.71
C -4.018995 0.156830 -1.101106 0.1 -0.2 0.1 -0.50
C -5.136562 -0.214368 -0.365182 0.1 -0.2 0.1 0.01
C -6.439882 0.518385 -0.500233 -0.2 0.1 0.0 -1.73
C -4.985025 -1.305393 0.495583 0.0 0.0 0.0 -0.97
C -3.788118 -1.974998 0.618547 0.1 -0.1 0.0 -0.78
C -2.630691 -1.599334 -0.121132 -0.1 -0.1 0.0 -0.72
N -1.449183 -2.235239 -0.080215 0.0 -0.1 0.0 0.87
C -1.175068 -3.103346 0.953361 0.1 0.0 0.0 0.16
C -1.140633 -2.712700 2.315296 0.0 0.0 -0.2 1.04
C -1.536206 -1.329638 2.735094 -0.3 0.3 0.2 -1.88
C -0.692572 -3.607880 3.280600 0.0 0.0 0.0 -0.79
C -0.288114 -4.898780 2.971437 0.0 0.0 0.0 0.76
C 0.169228 -5.850824 4.042348 0.0 -0.1 0.1 -1.71
C -0.336626 -5.283926 1.635132 0.0 0.0 0.1 -1.00
C -0.764596 -4.422339 0.639880 -0.1 0.1 0.0 0.60
C -0.746180 -4.842825 -0.798739 0.1 0.0 -0.1 -1.26
H 0.513763 -1.697872 -4.661316 0.0 0.0 0.0 0.44
H 0.930107 -0.308640 -3.656976 0.0 0.0 0.0 0.19
H -0.377566 -0.189121 -4.837421 0.0 0.0 0.0 0.30
H -0.392070 -2.045511 -2.399797 0.0 0.0 0.0 -0.88
H -2.624886 -1.445555 -4.384489 0.0 0.0 0.0 0.30
H -2.775268 -2.384725 -2.896744 0.0 0.0 0.0 0.28
H -1.729125 -2.955390 -4.205015 0.0 0.0 0.0 0.47
H -0.804364 1.673876 -3.429982 -0.1 0.0 0.0 0.59
H -3.670073 0.698266 -3.720006 0.0 0.0 0.0 0.21
H -2.366800 0.739317 -4.890001 0.0 0.0 0.0 0.31
H -3.158166 2.238629 -4.410975 0.0 0.0 0.0 0.47
H -2.957915 2.631749 -1.492749 0.0 0.0 0.0 0.07
H -2.141394 3.592140 -2.724320 0.0 0.0 0.0 0.56
H -1.236015 2.912531 -1.384671 -0.1 0.2 -0.4 -0.50
H -4.116208 1.004816 -1.763182 0.0 0.0 0.0 0.07
H -6.299493 1.460728 -1.033102 0.0 0.0 0.0 0.35
H -6.875808 0.758977 0.473317 0.0 0.0 0.0 0.36
H -7.188789 -0.059181 -1.053740 0.0 0.0 0.0 0.28
H -5.830915 -1.638901 1.092518 0.0 0.0 0.0 0.31
H -3.709705 -2.818424 1.296446 0.0 0.0 0.0 0.49
H -2.608586 -1.277621 2.953649 0.0 0.0 0.0 0.44
H -1.389777 -0.572958 1.965676 0.2 -0.2 -0.2 0.02
H -1.007094 -1.020186 3.639217 0.1 0.0 0.0 0.50
H -0.643885 -3.268253 4.312150 0.0 0.0 0.0 0.37
H 0.579876 -5.312822 4.898567 0.0 0.0 0.0 0.39
H 0.943575 -6.525898 3.671645 0.0 0.0 0.0 0.38
H -0.653252 -6.471564 4.412132 0.0 0.0 0.0 0.29
H -0.019576 -6.287787 1.361216 0.0 0.0 0.0 0.31
H -0.664244 -5.928218 -0.893180 0.0 0.0 0.0 0.42
H 0.105185 -4.389170 -1.320039 0.0 0.0 0.0 0.11
H -1.637634 -4.490785 -1.318290 0.0 0.0 0.0 0.22
Cl -1.458364 3.874821 3.288404 0.0 0.1 0.1 -0.27
C -1.235657 5.019492 1.933803 0.0 -0.1 0.2 1.08
C -2.304879 5.821028 1.635547 -0.2 0.1 0.0 -0.71
C -2.235976 6.769469 0.610924 -0.1 0.0 0.0 -0.46
C -1.026482 6.845584 -0.098496 0.0 0.1 -0.1 -0.60
C 0.031501 6.044056 0.212481 0.1 0.1 -0.1 0.63
Cl 1.487214 6.197359 -0.782166 0.0 0.0 0.0 -0.33
C 0.109895 5.009318 1.279293 -0.5 0.2 -0.1 -1.15
N 1.039827 4.189305 1.486331 0.8 0.4 0.3 -0.86
H -3.215892 5.698926 2.214734 0.0 0.0 0.0 0.31
H -3.078583 7.399715 0.359368 0.0 0.0 0.0 0.34
H -0.919979 7.545401 -0.922162 0.0 0.0 0.0 0.29
```
Positions in Å, forces in eV/Å.

Properties
relative energy (zero: lowest compared OMol25 entry of this formula, charge and spin): 7.9 kcal per mole
HOMO energy: -0.03 eV
spin multiplicity: 1
total charge: -2
LUMO level: 3.746 eV



Number 1: strongest force on any atom 4.51 eV/A. Number 2: strongest force on any atom 1.04 eV/A.